[1]
Density functional theory data (ωB97M-V/def2-TZVPD) for a molecular structure, C37H55BrCl3N2O5PPbSi.

Last column: Mulliken charge in e.
Positions of all 106 atoms, in Å:
Pb 0.90083 -0.96209 0.36435  1.508
C -0.68118 6.97280 -0.85275  -1.791
C -1.48539 6.44675 0.34510  2.121
C -1.02251 7.18130 1.61229  -1.643
C -2.95655 6.79041 0.10173  -2.091
C -1.26584 4.94507 0.51774  0.123
C 0.02433 4.42483 0.56842  -0.458
C 0.21550 3.07508 0.74709  0.180
Br 2.00880 2.42044 0.78591  -0.235
C -0.82623 2.11209 0.87797  0.066
O -0.57129 0.86491 0.97791  -0.518
C -2.14376 2.66713 0.89484  -0.741
C -2.30580 4.03442 0.69425  -0.601
C -3.41730 1.81656 1.06696  2.802
C -4.15220 1.74877 -0.28239  -1.523
C -3.17807 0.37681 1.53821  -1.866
C -4.34212 2.45854 2.11958  -1.993
H -0.86871 8.04159 -1.00062  0.457
H -0.95972 6.44028 -1.76419  0.381
H 0.39151 6.84078 -0.70530  0.314
H -1.15320 8.26493 1.50965  0.429
H 0.03142 6.97843 1.81139  0.339
H -1.59459 6.84150 2.47815  0.344
H -3.05966 7.86589 -0.07048  0.445
H -3.57817 6.53043 0.96091  0.342
H -3.34744 6.26256 -0.77083  0.408
H 0.89501 5.06266 0.46942  0.327
H -3.31966 4.40856 0.65558  0.143
H -3.53374 1.23511 -1.02086  0.223
H -4.39870 2.74826 -0.65144  0.264
H -5.08648 1.18494 -0.17063  0.428
H -2.63098 -0.20927 0.80358  0.226
H -4.15676 -0.09063 1.70050  0.529
H -2.62687 0.34633 2.47690  0.251
H -4.68869 3.45457 1.83945  0.315
H -3.82907 2.53376 3.08145  0.378
H -5.22729 1.82942 2.25464  0.518
C 4.61231 -0.38179 4.38187  -1.233
C 3.95085 0.60117 3.41705  0.184
C 4.79018 0.83357 2.19061  0.485
C 5.71292 1.87294 2.15325  -0.688
C 6.52321 2.07592 1.04821  -0.989
C 6.40467 1.23118 -0.04425  -0.669
C 5.48348 0.18866 -0.05387  0.307
C 5.31434 -0.64791 -1.29719  -0.723
C 4.12916 -0.16769 -2.13683  -0.785
C 4.67933 -0.01596 1.07974  -0.433
N 3.70653 -1.03506 1.08976  1.268
C 4.08861 -2.25292 1.25614  -0.155
C 3.21794 -3.37779 1.22731  -0.537
C 3.55139 -4.70830 1.52230  -0.953
C 2.35627 -5.42808 1.44724  -0.948
C 1.36610 -4.49449 1.10877  -0.868
N 1.87721 -3.26581 0.96713  1.169
H 3.98818 -0.54120 5.26184  0.337
H 5.59153 -0.01336 4.70149  0.356
H 4.75245 -1.35260 3.90207  0.248
H 3.77824 1.55846 3.91552  0.571
H 2.97090 0.21960 3.12538  -0.660
H 5.78410 2.53620 3.00963  0.393
H 7.23635 2.89205 1.03432  0.386
H 7.02543 1.38662 -0.92126  0.349
H 5.16999 -1.69964 -1.04199  0.125
H 6.23396 -0.58913 -1.88644  0.497
H 3.19911 -0.26274 -1.57689  -0.011
H 4.03253 -0.75071 -3.05593  0.376
H 4.24251 0.88515 -2.40347  0.307
H 5.14941 -2.47437 1.43727  0.199
H 4.53585 -5.07805 1.77444  0.426
H 2.21034 -6.48316 1.62596  0.421
H 0.30667 -4.66200 0.96583  0.545
Cl -0.05683 0.38163 4.30816  -0.386
Si 0.27381 -1.31936 3.09839  0.635
Cl -1.46817 -2.46742 3.43705  -0.436
Cl 1.71239 -2.36192 4.25901  -0.389
C 0.98529 -3.46576 -4.02809  -1.787
C -0.24729 -3.79968 -3.19604  2.274
C -1.23228 -4.61928 -4.02462  -1.667
C 0.15713 -4.56581 -1.94676  -1.565
O -0.83501 -2.52079 -2.90906  -0.464
P -1.74494 -2.06087 -1.64798  0.313
O -2.30636 -0.74193 -2.00823  -0.867
O -0.97363 -2.25252 -0.36821  -0.010
O -2.89680 -3.20693 -1.58098  -0.444
C -4.24227 -3.00934 -2.03256  1.917
C -4.91633 -1.98386 -1.12964  -1.512
C -4.27694 -2.56182 -3.48921  -1.506
C -4.90253 -4.37595 -1.87869  -1.911
H 1.49205 -4.37997 -4.34757  0.387
H 1.67917 -2.86859 -3.43452  0.268
H 0.69779 -2.88947 -4.90908  0.416
H -0.77421 -5.56583 -4.32473  0.472
H -1.51790 -4.06853 -4.92371  0.352
H -2.12751 -4.83098 -3.44210  0.074
H 0.63935 -5.50267 -2.23977  0.580
H -0.70532 -4.79418 -1.32205  0.209
H 0.85961 -3.99923 -1.33675  0.162
H -4.40759 -1.02204 -1.21482  0.097
H -4.86383 -2.31505 -0.09117  0.357
H -5.96636 -1.86584 -1.41145  0.519
H -3.75930 -1.60899 -3.60150  0.264
H -5.31646 -2.44967 -3.81029  0.527
H -3.79725 -3.30673 -4.12653  0.265
H -4.81848 -4.71190 -0.84429  0.366
H -4.41435 -5.10959 -2.52284  0.409
H -5.96013 -4.32178 -2.14892  0.382

Results
Total charge   -2
HOMO energy   -0.0741 hartree
ΔE to the lowest compared entry with this formula, charge and spin   11.3 kJ/mol
Orbital gap   6.120 eV
LUMO energy   4.105 eV

---

[2]
Density functional theory data (ωB97M-V/def2-TZVPD) for C16H23NO6S in the gas phase.

Last column: Mulliken charge in e.
Positions of all 47 atoms, in Å:
C -1.71616 -1.41070 4.01193  -0.611
O -0.70320 -1.56383 3.02376  -0.249
C -0.10884 -0.44367 2.60631  -0.101
O -0.37768 0.65163 3.02304  -0.542
C 0.96110 -0.75340 1.55245  0.395
C 1.97598 0.39530 1.48839  -1.819
C 2.03410 0.77590 0.00216  1.171
O 2.27514 2.15065 -0.21896  -0.683
C 3.13128 -0.06810 -0.69769  -0.445
O 4.40295 0.42680 -0.33196  -0.653
C 2.97207 -0.02660 -2.21984  -0.436
O 3.22396 1.27724 -2.70253  -0.686
C 1.58053 -0.52967 -2.63829  0.077
O 1.47047 -0.54033 -4.03928  -0.641
C 0.49589 0.33909 -1.99479  -1.463
C 0.62559 0.39951 -0.47845  0.020
N 0.44521 -0.87451 0.19085  0.292
C -0.75913 -1.64591 -0.04926  -1.581
C -2.02937 -0.87758 -0.25154  0.849
C -2.83165 -0.91125 -1.34983  -0.772
C -3.96935 -0.07894 -1.24504  -0.847
C -4.03405 0.59494 -0.06843  0.728
C -5.06669 1.55611 0.40087  -1.255
S -2.67774 0.20355 0.94277  -0.161
H -1.30188 -0.93015 4.89999  0.308
H -2.52996 -0.79567 3.62440  0.242
H -2.06686 -2.41258 4.24465  0.234
H 1.41461 -1.71401 1.82804  0.419
H 2.95618 0.11462 1.86865  0.326
H 1.59278 1.24467 2.05813  0.501
H 3.11570 2.36211 0.20878  0.499
H 3.05770 -1.10090 -0.34657  0.490
H 4.69422 1.01177 -1.04711  0.444
H 3.73447 -0.66094 -2.68921  0.416
H 2.71954 1.89471 -2.14494  0.556
H 1.46626 -1.56741 -2.31143  0.392
H 1.83867 0.29390 -4.36179  0.405
H -0.48400 -0.04362 -2.27622  0.192
H 0.57336 1.35801 -2.38317  0.595
H -0.06831 1.17306 -0.10274  0.542
H -0.86896 -2.34313 0.78641  0.661
H -0.59759 -2.24013 -0.95867  0.323
H -2.62253 -1.52035 -2.21210  0.498
H -4.70809 0.01458 -2.02122  0.406
H -5.78883 1.74003 -0.39114  0.357
H -4.60949 2.50192 0.68937  0.314
H -5.59373 1.16253 1.27031  0.294

Results
HOMO energy   -0.3095 hartree
ΔE to the lowest compared entry with this formula, charge and spin   0.0 kJ/mol
SMILES   COC(=O)[C@@H]1C[C@@]2(O)[C@H](O)[C@H](O)[C@H](O)C[C@H]2N1Cc1ccc(C)s1
Orbital gap   9.037 eV
LUMO energy   0.615 eV

---

[3]
Density functional theory data (ωB97M-V/def2-TZVPD) for C6H15N in the gas phase.

Last column: Mulliken charge in e.
Positions of all 22 atoms, in Å:
C 2.56254 2.16920 0.23027  -1.233
C 1.91142 0.79836 0.41184  -0.274
C 0.39674 0.87201 0.22321  -0.664
N -0.28304 -0.33654 0.67667  -0.235
C -0.94929 -1.16204 -0.33842  0.431
C -1.52863 -2.38914 0.37999  -1.510
C -2.03130 -0.44511 -1.13359  -1.226
H 3.64954 2.16404 0.38126  0.354
H 2.40405 2.58403 -0.76859  0.323
H 2.18235 2.87778 0.96345  0.327
H 2.29211 0.12347 -0.34831  0.190
H 2.14604 0.39700 1.39356  0.318
H 0.19329 1.04597 -0.83455  0.182
H 0.00106 1.73993 0.75660  0.396
H -0.92815 -0.12523 1.42564  0.256
H -0.15709 -1.52701 -1.00405  0.201
H -0.77884 -2.76201 1.07550  0.400
H -2.43849 -2.11980 0.90478  0.349
H -1.75207 -3.17794 -0.33284  0.389
H -2.37956 -1.06456 -1.95857  0.388
H -2.86356 -0.12216 -0.49891  0.287
H -1.64914 0.45972 -1.60491  0.349

Results
HOMO energy   -0.3152 hartree
ΔE to the lowest compared entry with this formula, charge and spin   45.7 kJ/mol
SMILES   CCCNC(C)C
Orbital gap   9.749 eV
LUMO energy   1.172 eV

---

[4]
Density functional theory data (ωB97M-V/def2-TZVPD) for C10H12O2S in the gas phase in a non-equilibrium geometry.

Last column: Mulliken charge in e.
Positions of all 25 atoms, in Å:
C 1.77625 -0.14683 0.15199  -0.429
C 0.81518 0.70685 -0.26321  -0.313
C 0.14640 -1.90498 -0.64261  0.164
C -2.35224 2.34271 -1.14454  -0.896
C -1.54492 1.65725 -0.36703  0.687
C -0.93980 -0.93222 -0.51020  -0.766
C 1.64463 -1.63978 -0.13352  0.914
C -0.51904 0.58905 -0.80194  0.281
C -1.46055 1.94869 1.09288  -1.293
C 2.10319 -2.50282 1.04270  -1.494
O -0.08253 -3.02383 -1.06325  -0.571
O 3.19732 2.01180 -0.03913  -0.589
S 2.10072 1.43974 0.73526  0.216
H -2.91880 3.19732 -0.81094  0.335
H -2.61887 1.84752 -2.09287  0.257
H -1.67786 -1.14055 -1.22380  0.376
H -1.34940 -0.85719 0.49751  0.376
H 2.20166 -1.93908 -1.06804  0.297
H -0.57509 0.54146 -1.94072  0.383
H -0.77384 2.62943 1.56201  0.283
H -2.48224 2.37239 1.38008  0.352
H -1.24468 0.96455 1.58607  0.287
H 1.41584 -2.40301 1.87007  0.357
H 3.07449 -2.18924 1.36226  0.399
H 2.06418 -3.56925 0.82098  0.388

Results
HOMO energy   -0.3449 hartree
ΔE to the lowest compared entry with this formula, charge and spin   492.5 kJ/mol
Orbital gap   9.928 eV
LUMO energy   0.543 eV